# 1
{"formula": "H4IN", "method": "ωB97M-V with the def2-TZVPD basis set", "elements": ["N", "H", "H", "H", "H", "I"], "positions_angstrom": [[2.149092, 3.668175, 2.400528], [1.306483, 3.664262, 2.925519], [1.894429, 4.454545, 1.858272], [2.017269, 2.901564, 1.766609], [1.844632, 1.282988, 1.899445], [1.667754, 6.060606, 2.827054]], "forces_ev_per_a": [[1.0, -0.2, 3.5], [-0.8, -1.1, 1.1], [-0.4, 0.9, -3.4], [0.0, -3.3, -2.1], [0.1, 1.4, -0.1], [0.0, 2.3, 1.0]], "total_energy_ha": -354.597765, "relative_energy_kj_mol": 0.0}



# 2
{"formula": "C6H10N2", "method": "ωB97M-V with the def2-TZVPD basis set", "elements": ["C", "C", "C", "N", "N", "C", "C", "C", "H", "H", "H", "H", "H", "H", "H", "H", "H", "H"], "positions_angstrom": [[1.209132, -1.166055, -1.393755], [1.318247, -0.536443, -0.241415], [2.774692, -1.006235, 0.799695], [3.699570, -1.565748, 1.210974], [0.685264, 0.299199, 0.547846], [-0.684587, 0.829227, 0.453063], [-1.655903, -0.141845, 1.124668], [-1.082589, 1.167099, -0.978363], [0.837798, -0.656908, -2.270639], [1.595809, -2.163824, -1.525012], [1.262520, 0.554397, 1.351278], [-0.660909, 1.755043, 1.037378], [-2.638141, 0.321276, 1.207086], [-1.737615, -1.063420, 0.550711], [-1.311046, -0.397520, 2.126103], [-0.352181, 1.822582, -1.451584], [-1.214494, 0.272961, -1.585065], [-2.045567, 1.676213, -0.962968]], "forces_ev_per_a": [[0.0, 0.0, -0.8], [3.1, -1.9, 2.2], [-2.1, -0.6, -2.0], [-0.3, 0.5, 0.1], [0.2, 1.7, 0.9], [0.1, -0.3, 0.0], [0.1, 0.2, -0.1], [-0.2, 0.0, 0.1], [-0.6, -0.1, 0.1], [0.5, 0.2, 0.0], [-0.8, 0.3, -0.5], [0.0, -0.1, -0.1], [-0.1, -0.1, 0.0], [0.0, 0.0, -0.1], [0.0, 0.0, 0.0], [0.0, 0.0, 0.0], [0.1, -0.1, 0.0], [0.0, 0.1, 0.0]], "smiles": "C=C(C#N)NC(C)C", "total_energy_ha": -344.028303, "relative_energy_kj_mol": 284.6}



# 3
{"formula": "C9H9Cl2N11PtS", "method": "ωB97M-V with the def2-TZVPD basis set", "elements": ["Pt", "Cl", "C", "Cl", "H", "H", "N", "C", "N", "N", "N", "N", "C", "N", "N", "N", "N", "H", "N", "C", "S", "C", "C", "C", "N", "C", "C", "H", "H", "H", "H", "H", "H"], "positions_angstrom": [[0.067711, 1.358401, 0.828442], [-1.422033, 2.614614, -2.767712], [-1.249465, 3.952935, -1.622338], [-0.599788, 3.404989, -0.069420], [-2.230184, 4.389120, -1.430116], [-0.550882, 4.685363, -2.028155], [1.309879, 0.721185, 3.968874], [1.168078, -0.303593, 3.088273], [1.472444, -1.568820, 3.333548], [1.188946, -2.217762, 2.224673], [0.735650, -1.443040, 1.324737], [0.697431, -0.198565, 1.815807], [0.983485, 2.002991, 3.654700], [1.091193, 3.050045, 4.462470], [0.668353, 4.072053, 3.756288], [0.313768, 3.724353, 2.582845], [0.493012, 2.405132, 2.457695], [1.668092, 0.524390, 4.890524], [0.224320, -4.041885, -3.627290], [-0.727060, -3.515583, -2.798022], [-2.195652, -4.396970, -2.695687], [-0.563765, -2.302385, -2.112114], [0.626738, -1.522504, -2.142176], [0.694713, -0.352793, -1.447861], [-0.331164, 0.158720, -0.731006], [-1.461979, -0.584311, -0.666787], [-1.615019, -1.766856, -1.317046], [0.060731, -4.975926, -3.967636], [1.184435, -3.754658, -3.532236], [1.496540, -1.860597, -2.681095], [1.599946, 0.243710, -1.460030], [-2.268250, -0.173841, -0.069393], [-2.530223, -2.327913, -1.222760]], "forces_ev_per_a": [[0.0, 0.3, -0.1], [-0.1, 0.3, 0.0], [-0.2, -0.6, -0.8], [0.0, 1.4, 0.6], [0.2, -0.1, 0.0], [-0.1, -0.2, 0.2], [0.1, -0.1, 0.2], [-0.2, -0.6, -0.9], [0.2, 1.0, 1.1], [0.0, -1.1, -0.6], [-0.3, -0.4, -1.0], [0.6, 0.0, 1.6], [-0.4, 1.0, -0.6], [0.4, -1.6, 0.5], [-0.3, 1.3, -0.2], [-0.3, 0.6, -0.6], [0.6, -0.7, 1.3], [0.0, 0.0, -0.1], [-0.2, -0.1, 0.0], [0.5, 0.3, 0.0], [-0.4, -0.3, 0.0], [0.0, 0.4, 0.4], [-0.3, -0.4, -0.2], [0.0, 0.4, -0.1], [0.0, -1.1, -0.3], [-0.2, 0.4, -0.1], [0.3, -0.3, -0.4], [0.3, 0.1, -0.1], [0.0, -0.1, 0.1], [0.1, 0.1, -0.1], [-0.1, -0.1, 0.1], [0.1, -0.1, 0.0], [-0.3, 0.1, 0.1]], "multiplicity": 3, "total_energy_ha": -2388.447086}



# 4
{"formula": "C14H19FeN3S6", "method": "ωB97M-V with the def2-TZVPD basis set", "elements": ["Fe", "C", "C", "N", "C", "C", "S", "C", "C", "N", "H", "H", "H", "H", "H", "H", "H", "H", "H", "H", "H", "H", "H", "H", "S", "C", "S", "C", "C", "S", "S", "S", "C", "C", "C", "N", "C", "C", "H", "H", "H", "H", "H"], "positions_angstrom": [[0.137448, -0.026563, -0.037503], [-1.598114, -2.156553, 1.046046], [-1.077873, -1.315151, 2.199081], [-0.951214, 0.094648, 1.753360], [-2.270824, 0.768454, 1.658343], [-2.350014, 1.725878, 0.484066], [-1.675621, 0.997271, -1.028556], [-2.728590, -0.467652, -1.293280], [-1.865787, -1.719578, -1.369299], [-0.923197, -1.788661, -0.230218], [-1.460564, -3.214949, 1.270323], [-2.670981, -2.012030, 0.915877], [-1.729743, -1.418592, 3.071521], [-0.083011, -1.651629, 2.482889], [-0.394734, 0.590316, 2.441417], [-3.037258, 0.000898, 1.562529], [-2.494146, 1.301926, 2.585023], [-3.371609, 2.069555, 0.323433], [-1.729462, 2.608297, 0.650607], [-3.459087, -0.515467, -0.486982], [-3.281905, -0.337880, -2.221343], [-2.503981, -2.607069, -1.413878], [-1.264714, -1.694087, -2.277777], [-0.232252, -2.500819, -0.444441], [6.509158, -2.518656, -2.348799], [5.075476, -1.972558, -1.835982], [4.537690, -2.073789, -0.176967], [2.974874, -1.368232, -0.384880], [2.651683, -0.974214, -1.697235], [1.174990, -0.278570, -2.111276], [3.875063, -1.262407, -2.885952], [1.919232, -1.204354, 0.923148], [2.338283, 4.228282, 0.759631], [1.729640, 3.962813, -0.455596], [1.119118, 2.736471, -0.643975], [1.082213, 1.784912, 0.298525], [1.684639, 2.048764, 1.465139], [2.314473, 3.248105, 1.738740], [2.829501, 5.175312, 0.937730], [1.728164, 4.686628, -1.257879], [0.652467, 2.492069, -1.588684], [1.690375, 1.251129, 2.196790], [2.785622, 3.395504, 2.699954]], "forces_ev_per_a": [[-0.1, 0.0, 0.0], [0.0, 0.0, -0.1], [0.1, 0.1, 0.0], [0.1, -0.1, -0.1], [0.0, 0.0, 0.0], [0.0, 0.0, 0.1], [0.1, 0.0, 0.0], [0.0, 0.0, 0.0], [0.1, 0.0, 0.0], [-0.1, 0.0, 0.0], [0.0, 0.0, 0.0], [0.0, 0.0, 0.0], [0.0, 0.0, 0.0], [0.0, 0.0, 0.1], [0.0, 0.0, 0.0], [0.0, 0.0, 0.0], [0.0, 0.0, 0.0], [0.0, 0.0, 0.0], [0.0, 0.0, 0.0], [0.0, 0.0, 0.0], [0.0, 0.0, 0.0], [0.0, 0.0, 0.0], [0.0, 0.0, 0.0], [0.1, 0.1, 0.0], [0.0, 0.1, 0.0], [-0.1, -0.1, 0.0], [0.1, 0.0, 0.0], [0.0, 0.1, -0.2], [0.1, 0.0, 0.2], [-0.1, 0.0, 0.1], [0.1, 0.0, -0.1], [-0.1, 0.1, 0.0], [0.0, 0.0, 0.0], [0.0, 0.0, 0.0], [0.0, 0.0, 0.0], [0.0, -0.1, -0.1], [0.0, 0.0, 0.0], [0.0, 0.0, 0.0], [0.0, 0.0, 0.0], [0.0, 0.0, 0.0], [0.0, 0.0, 0.0], [0.0, 0.0, 0.0], [0.0, 0.0, 0.0]], "multiplicity": 2, "total_energy_ha": -4361.836561, "relative_energy_kj_mol": 0.0, "charge": 1}



# 5
{"formula": "C2H5OP", "method": "ωB97M-V with the def2-TZVPD basis set", "elements": ["C", "C", "O", "P", "H", "H", "H", "H", "H"], "positions_angstrom": [[0.288941, -0.849380, -0.518618], [-0.512609, 0.243379, 0.084076], [-0.165214, 0.596278, 1.357874], [0.670109, 0.729941, -1.228162], [0.977575, -1.426282, 0.124672], [-0.578138, -1.800147, -1.067758], [-1.662686, 0.170196, -0.020208], [-0.502327, 1.518635, 1.422629], [1.484347, 0.817379, -0.154505]], "forces_ev_per_a": [[-3.5, -5.4, -0.4], [-2.4, -1.1, -0.5], [-0.4, 1.6, 1.3], [-0.5, 0.8, -2.1], [-0.3, 0.6, -0.4], [3.0, 3.2, 1.3], [2.0, 0.3, -0.4], [0.6, -0.8, 0.5], [1.6, 0.8, 0.7]], "total_energy_ha": -495.685366, "relative_energy_kj_mol": 249.8}



# 6
{"formula": "C2O2S", "method": "ωB97M-V with the def2-TZVPD basis set", "elements": ["C", "C", "O", "O", "S"], "positions_angstrom": [[0.988755, -0.203065, 0.141035], [-1.965087, 0.159062, 1.121802], [0.828801, 0.893679, -0.241572], [1.190483, -1.343908, 0.381967], [-2.584757, -0.142804, -0.288874]], "forces_ev_per_a": [[0.5, -1.1, -0.9], [-1.0, -0.5, -2.3], [0.1, -1.3, 1.0], [-0.6, 2.4, 0.0], [0.9, 0.5, 2.3]], "total_energy_ha": -624.832290, "relative_energy_kj_mol": 158.0}



Please write out number 1 again, unchanged.
{"formula": "H4IN", "method": "ωB97M-V with the def2-TZVPD basis set", "elements": ["N", "H", "H", "H", "H", "I"], "positions_angstrom": [[2.149092, 3.668175, 2.400528], [1.306483, 3.664262, 2.925519], [1.894429, 4.454545, 1.858272], [2.017269, 2.901564, 1.766609], [1.844632, 1.282988, 1.899445], [1.667754, 6.060606, 2.827054]], "forces_ev_per_a": [[1.0, -0.2, 3.5], [-0.8, -1.1, 1.1], [-0.4, 0.9, -3.4], [0.0, -3.3, -2.1], [0.1, 1.4, -0.1], [0.0, 2.3, 1.0]], "total_energy_ha": -354.597765, "relative_energy_kj_mol": 0.0}



Question: Which formula does entry 2 have?
Answer: C6H10N2